(1)
C49H55AsGeN4O3PtS3 | the ωB97M-V functional and the def2-TZVPD basis

Summary:
spin multiplicity	1
charge	+2
ΔE to the lowest compared entry with this formula, charge and spin	149.9	kJ/mol
energy	-216902.531	eV
frontier orbital gap (spin up / spin down)	6.4 / 6.2	eV

Geometry (Å):
Pt -0.30748 -0.49427 -0.07071
O -0.93991 -2.54700 5.03735
C -2.13629 -2.61096 4.43660
C -3.24422 -2.85392 5.25115
C -4.50793 -2.91225 4.70780
C -4.70994 -2.72670 3.33717
C -3.62519 -2.49493 2.52665
C -2.32258 -2.44088 3.05116
C -1.19632 -2.16854 2.17298
O -1.45602 -2.06965 0.83022
N -0.00558 -1.97655 2.61550
N 0.90117 -1.56972 1.63982
C 2.12076 -1.80390 1.95653
S 2.59682 -2.67706 3.38790
C 4.35696 -2.26478 3.24375
C 4.70367 -2.19415 1.76930
S 3.41922 -1.20842 0.95501
H -0.25459 -2.32936 4.37480
H -3.07632 -2.99263 6.31045
H -5.35400 -3.10267 5.35497
H -5.70614 -2.76675 2.92025
H -3.77132 -2.33982 1.46510
H 4.92057 -3.04793 3.74867
H 4.54483 -1.31457 3.74144
H 4.73036 -3.18251 1.31410
H 5.65846 -1.69468 1.60876
Ge -1.48933 -3.73805 -0.10547
C 0.34037 -4.25540 -0.36567
C 0.94910 -5.16374 0.49867
C 2.24166 -5.60791 0.25396
C 2.93187 -5.14543 -0.85750
C 2.33727 -4.23138 -1.71922
C 1.04497 -3.79143 -1.47894
C -2.35436 -3.31289 -1.76135
C -2.71622 -2.01871 -2.12484
C -3.23844 -1.76519 -3.38653
C -3.41231 -2.80592 -4.28675
C -3.06090 -4.10117 -3.92971
C -2.52366 -4.35324 -2.67735
H -2.21253 -4.61719 0.91048
H 0.41273 -5.54613 1.36012
H 2.69831 -6.33134 0.91666
H 3.92899 -5.51353 -1.06459
H 2.87771 -3.88749 -2.59253
H 0.56482 -3.12405 -2.18993
H -2.58443 -1.19534 -1.43231
H -3.50808 -0.75409 -3.66271
H -3.82104 -2.61105 -5.26941
H -3.20246 -4.91476 -4.62838
H -2.24307 -5.36992 -2.42254
C 3.63911 4.32962 -2.65427
C 4.80353 4.13150 -1.68834
C 4.40993 3.70883 -0.27312
C 3.92403 2.27570 -0.08163
N 2.55906 2.03756 -0.58055
C 2.10446 1.17239 -1.46578
S 0.34626 0.95003 -1.59006
N 2.82219 0.48135 -2.33248
C 4.16898 0.71486 -2.87454
C 4.16300 0.69947 -4.39839
C 3.86250 -0.64771 -5.06102
C 2.40360 -1.11320 -5.00668
H 3.99410 4.68436 -3.62169
H 2.94161 5.07519 -2.26777
H 3.06719 3.41687 -2.83246
H 5.34936 5.07345 -1.61087
H 5.52792 3.41916 -2.09693
H 3.64298 4.38685 0.11089
H 5.27264 3.82768 0.38645
H 3.89365 2.03913 0.98287
H 4.59658 1.55490 -0.53885
H 1.83072 2.54522 -0.09154
H 2.26810 -0.18249 -2.85412
H 4.84061 -0.05680 -2.48730
H 4.51639 1.67959 -2.52269
H 5.16103 1.02088 -4.70468
H 3.46689 1.46182 -4.76154
H 4.51733 -1.41197 -4.63181
H 4.15538 -0.56555 -6.10800
H 2.15477 -1.65098 -4.08534
H 2.19011 -1.81031 -5.81563
H 1.70882 -0.27610 -5.11391
O -1.44117 0.52679 1.22840
As -2.17910 2.05923 1.15437
C -2.88793 2.24717 2.90601
C -2.79525 1.18063 3.79340
C -3.34616 1.31215 5.06041
C -3.97687 2.49292 5.42461
C -4.06466 3.55319 4.53021
C -3.51967 3.43461 3.26241
C -0.88129 3.42652 0.86520
C -0.03986 3.69762 1.94419
C 0.92109 4.69115 1.82924
C 1.03243 5.41226 0.64573
C 0.20988 5.12344 -0.43447
C -0.74718 4.12351 -0.33008
C -3.58670 2.05099 -0.12002
C -4.04297 3.20108 -0.75629
C -5.16116 3.12511 -1.57363
C -5.82088 1.91542 -1.73991
C -5.37628 0.77566 -1.08275
C -4.25821 0.84003 -0.26659
H -2.30398 0.26202 3.49889
H -3.28241 0.49062 5.76154
H -4.40535 2.59069 6.41312
H -4.55840 4.47008 4.82177
H -3.59024 4.26351 2.56664
H -0.15308 3.16109 2.87960
H 1.56055 4.92274 2.67106
H 1.75951 6.21063 0.56841
H 0.30319 5.68282 -1.35580
H -1.36867 3.88864 -1.18442
H -3.55802 4.15758 -0.60672
H -5.52313 4.01405 -2.07193
H -6.69653 1.86408 -2.37310
H -5.90546 -0.16077 -1.19965
H -3.91885 -0.03858 0.27106

Atom charges from the Mulliken analysis, given in e for atoms 1 to 5: Pt 2.205; O -0.689; C 0.933; C -0.705; C -0.496

---

(2)
C49H55N4P2PdSi2 | the ωB97M-V functional and the def2-TZVPD basis

Summary:
spin multiplicity	1
charge	-1
ΔE to the lowest compared entry with this formula, charge and spin	96.4	kJ/mol
energy	-95481.617	eV
frontier orbital gap (spin up / spin down)	5.7 / 5.5	eV

Geometry (Å):
Pd 0.11394 0.08513 -0.54660
C 1.20374 -4.83997 0.25730
Si -0.18716 -3.76027 -0.51990
C 0.06714 -3.82927 -2.41080
C -1.86546 -4.64297 -0.21440
N -0.05046 -2.15747 0.05530
P -0.52286 -1.48707 1.43970
C 0.29564 0.00703 1.71980
P -0.53796 1.51073 1.63970
N -0.52866 2.18693 0.16180
Si 0.01804 3.67393 -0.47540
C -0.23436 3.55463 -2.36610
C 1.86174 4.14793 -0.20060
C -0.92746 5.22593 0.16060
C 0.41014 2.58983 2.76030
C 1.71844 2.23363 3.06120
C 2.53264 3.09833 3.76940
C 2.04234 4.32723 4.18020
C 0.73284 4.68143 3.89420
C -0.07866 3.81993 3.17820
C -2.24106 1.67493 2.27930
C -2.49856 1.75413 3.64330
C -3.79946 1.80723 4.10240
C -4.85696 1.73723 3.21070
C -4.60496 1.63183 1.85280
C -3.30466 1.60783 1.38610
C 0.07474 -2.64317 2.71730
C 1.43014 -2.48017 2.98970
C 2.13134 -3.43167 3.70080
C 1.48214 -4.57017 4.15330
C 0.12874 -4.73287 3.90460
C -0.57236 -3.77997 3.18430
C -2.33346 -1.52537 1.56970
C -3.05166 -1.46687 0.38120
C -4.43326 -1.51257 0.40980
C -5.09726 -1.59617 1.62520
C -4.37936 -1.59027 2.81070
C -2.99906 -1.54807 2.78680
H 1.58994 -5.56737 -0.45020
H 0.85164 -5.37737 1.13190
H 2.02994 -4.21497 0.58210
H -0.15426 -4.82827 -2.77230
H 1.08454 -3.59217 -2.69690
H -0.58816 -3.13567 -2.92320
H -1.90846 -5.59497 -0.73340
H -2.69426 -4.03717 -0.56790
H -2.02956 -4.83187 0.84140
H 0.10714 2.58703 -2.72840
H 0.32774 4.32893 -2.88000
H -1.27726 3.66223 -2.64500
H 2.48874 3.68783 -0.95680
H 2.20774 3.82983 0.77810
H 2.00464 5.22033 -0.26720
H -1.96696 5.00443 0.37730
H -0.90306 6.01883 -0.58260
H -0.47406 5.61513 1.06580
H 2.06574 1.26363 2.72790
H 3.55074 2.81663 4.00210
H 2.68134 5.01053 4.72030
H 0.34954 5.63393 4.23250
H -1.09946 4.09003 2.93990
H -1.67726 1.79263 4.34530
H -3.98946 1.89663 5.16370
H -5.87366 1.76253 3.58020
H -5.43056 1.56613 1.16010
H -3.09346 1.54063 0.32660
H 1.91324 -1.58627 2.61500
H 3.18874 -3.30237 3.89340
H 2.03094 -5.33377 4.68970
H -0.37896 -5.61957 4.26320
H -1.62496 -3.92357 2.98180
H -2.50086 -1.39077 -0.55430
H -4.99486 -1.49057 -0.51500
H -6.17796 -1.65577 1.65280
H -4.89956 -1.62427 3.75820
H -2.42776 -1.52287 3.70610
C 3.60714 0.36653 -6.16430
C 2.29234 0.80563 -6.08870
C 1.50474 0.49963 -4.99860
C 2.00964 -0.28107 -3.95050
C 3.34774 -0.69857 -4.03340
C 4.13134 -0.38157 -5.12000
C 1.22574 -0.71917 -2.82130
C -0.06646 -0.46947 -2.51110
C -1.30326 -0.27117 -3.12550
C -1.67786 -0.97987 -4.29800
C -2.93916 -0.84617 -4.82670
C -3.87846 -0.01087 -4.23280
C -3.53816 0.68403 -3.07380
C -2.28926 0.55693 -2.52210
H 4.21524 0.60933 -7.02430
H 1.87584 1.39393 -6.89540
H 0.48514 0.85173 -4.94240
H 3.76404 -1.27977 -3.22090
H 5.15734 -0.72167 -5.16030
H 1.77274 -1.37907 -2.15060
H -0.94516 -1.61777 -4.77310
H -3.20296 -1.39307 -5.72460
H -4.86546 0.09163 -4.66440
H -4.27056 1.33353 -2.61260
H -2.00186 1.09983 -1.61790
C 5.96224 1.42963 -0.34800
N 4.82234 0.56163 -0.29040
C 4.81084 -0.79567 -0.45620
C 3.50054 -1.17567 -0.38860
N 2.71714 -0.07867 -0.19960
C 3.52944 0.94023 -0.14650
H 6.85184 0.89983 -0.00850
H 5.79434 2.29293 0.29570
H 6.13074 1.78103 -1.37050
H 5.71544 -1.35277 -0.60330
H 3.08074 -2.16067 -0.45470
H 3.22834 1.95473 0.01010

Atom charges from the Mulliken analysis, given in e for atoms 1 to 5: Pd -0.880; C -1.219; Si 0.298; C -0.969; C -1.242